Entry 1:
Density functional theory data (wB97M-V/def2-TZVPD) for 2 unconnected molecules or ions with the total composition C3H3Br2F at a distorted geometry.

Geometry as XYZ:
```
9
Properties=species:S:1:pos:R:3:forces:R:3
C -1.378 -0.549 -0.599 -1.81 -0.69 -1.17
C -0.508 0.282 -0.040 -0.51 1.93 -1.53
C 0.639 -0.012 0.645 3.40 0.25 2.89
F 0.856 -1.226 1.054 -0.15 -0.25 -0.47
Br 3.680 0.204 -0.434 -1.47 0.00 0.33
Br -0.705 2.260 -0.167 -0.23 -1.54 0.18
H -1.348 -1.615 -0.966 0.70 1.16 1.19
H -2.343 -0.088 -0.822 0.24 -0.11 -0.28
H 1.107 0.743 1.330 -0.17 -0.74 -1.14
```
Positions in Å, forces in eV/Å.

The HOMO energy (spin up / spin down) is -8.67 / -8.68 eV. The value obtained for the calculated total energy is -145958.095 eV. The energy relative to the best compared isomer or geometry (same formula, charge and spin) is 259.48 kJ/mol.

Entry 2:
Density functional theory data (wB97M-V/def2-TZVPD) for 2 unconnected molecules or ions with the total composition C3H3Br2N at a distorted geometry.

Geometry as XYZ:
```
9
Properties=species:S:1:pos:R:3:forces:R:3
C -0.136 -0.143 -1.524 3.46 -0.57 -1.57
C -0.494 -0.593 -0.304 -3.38 -1.35 1.94
C -0.414 0.784 0.365 0.34 1.08 -0.08
N -0.356 1.056 -1.006 -2.27 1.35 1.61
Br 2.652 -0.766 2.356 -0.22 0.12 -0.35
Br -2.244 1.287 1.041 0.95 0.04 -0.02
H 0.582 -0.268 -2.300 -0.31 -0.76 -0.81
H -1.423 -1.142 0.063 1.29 0.12 -1.09
H 1.832 -0.215 1.309 0.13 -0.04 0.37
```
Positions in Å, forces in eV/Å.

The HOMO energy (spin up / spin down) is -9.10 / -9.10 eV. The value obtained for the calculated total energy is -144728.356 eV. The energy relative to the best compared isomer or geometry (same formula, charge and spin) is 544.67 kJ/mol.

Entry 3:
Density functional theory data (wB97M-V/def2-TZVPD) for C3H3Br2N in the gas phase at a distorted geometry.

Geometry as XYZ:
```
9
Properties=species:S:1:pos:R:3:forces:R:3
Br -3.469 -0.331 -0.027 1.01 -0.15 -0.13
C -1.590 -0.645 -0.109 2.40 1.72 -0.03
C -0.603 0.334 -0.313 -5.61 -2.96 0.53
N 0.642 -0.023 -0.241 6.69 -1.35 1.02
C 1.698 0.308 0.366 -1.55 -0.52 -2.24
Br 3.550 -0.371 -0.058 -1.76 0.29 0.33
H -1.151 -1.628 0.121 -1.00 0.29 0.08
H -0.834 1.228 -0.776 -0.52 2.17 -0.42
H 1.758 1.128 1.038 0.33 0.51 0.86
```
Positions in Å, forces in eV/Å.

The HOMO energy is -8.49 eV. The value obtained for the calculated total energy is -144732.311 eV. The energy relative to the best compared isomer or geometry (same formula, charge and spin) is 163.07 kJ/mol. Its SMILES is Br/C=C/N=C/Br.

Entry 4:
Density functional theory data (wB97M-V/def2-TZVPD) for 2 unconnected molecules or ions with the total composition C3H3Br2N3 at a distorted geometry.

Geometry as XYZ:
```
11
Properties=species:S:1:pos:R:3:forces:R:3
C 0.736 -0.021 0.085 -0.03 -0.43 -0.19
C -1.943 -0.195 -1.782 0.92 0.64 -0.88
C -2.133 -2.594 -1.368 -0.42 -0.01 -0.04
N 0.497 -1.119 -0.149 -0.16 -0.72 0.05
N -2.215 -1.345 -1.477 -0.15 -1.00 0.11
N 1.065 1.236 0.283 0.28 1.15 0.21
Br -2.809 1.290 -1.086 -0.58 0.30 0.47
Br -3.064 -3.746 -2.543 0.04 0.17 0.17
H -1.527 -3.065 -0.616 0.16 0.00 0.09
H 1.423 1.481 1.193 -0.07 0.01 -0.08
H 0.505 1.939 -0.177 0.02 -0.11 0.07
```
Positions in Å, forces in eV/Å.

The HOMO energy (spin up / spin down) is -8.17 / -8.17 eV. The value obtained for the calculated total energy is -147711.653 eV. The energy relative to the best compared isomer or geometry (same formula, charge and spin) is 195.44 kJ/mol.

Entry 5:
Density functional theory data (wB97M-V/def2-TZVPD) for 2 unconnected molecules or ions with the total composition C3H3Br2NO2 at a distorted geometry.

Geometry as XYZ:
```
11
Properties=species:S:1:pos:R:3:forces:R:3
C -1.460 -0.809 0.895 0.58 1.49 -0.31
C -0.986 0.535 0.661 2.69 -0.54 -0.61
C 0.857 0.157 -0.282 -0.93 0.22 1.97
N -1.794 -1.900 0.880 -0.34 -1.22 0.28
O 1.780 -0.422 0.541 -1.90 2.69 1.01
O 0.503 -0.591 -1.326 1.67 -1.65 1.97
Br -2.097 1.333 -0.722 0.50 0.07 0.66
Br 1.691 1.905 -0.590 -0.70 0.23 -0.49
H -0.760 1.135 1.578 -0.49 -0.33 -1.14
H 2.091 -1.270 0.370 0.22 -2.68 -1.11
H 0.175 -0.073 -2.006 -1.28 1.72 -2.22
```
Positions in Å, forces in eV/Å.

The HOMO energy is -9.63 eV. The value obtained for the calculated total energy is -148827.160 eV. The energy relative to the best compared isomer or geometry (same formula, charge and spin) is 147.07 kJ/mol.

Entry 6:
Density functional theory data (wB97M-V/def2-TZVPD) for C3H3Br2P in the gas phase at a distorted geometry.

Geometry as XYZ:
```
9
Properties=species:S:1:pos:R:3:forces:R:3
C -1.937 0.354 0.629 -0.07 2.26 -3.11
C -0.834 0.265 -0.123 -0.50 -1.52 0.45
C 0.181 -0.298 -0.758 1.41 0.84 0.49
P 2.084 -0.061 -0.988 -1.74 1.02 -0.02
Br 2.355 1.731 0.270 0.17 0.22 0.19
Br 2.825 -1.692 0.292 -0.08 -0.27 0.28
H -2.897 0.939 0.405 1.81 -0.74 -0.08
H -1.922 -0.024 1.587 0.21 -1.11 1.97
H 0.144 -1.213 -1.313 -1.21 -0.70 -0.16
```
Positions in Å, forces in eV/Å.

The HOMO energy is -9.25 eV. The value obtained for the calculated total energy is -152532.017 eV. The energy relative to the best compared isomer or geometry (same formula, charge and spin) is 38.46 kJ/mol. Its SMILES is C=C=CP(Br)Br.

Look up the energy relative to the best compared isomer or geometry (same formula, charge and spin) of the third one. 163.07 kJ/mol

The lowest calculated total energy belongs to which entry? C3H3Br2P